[1]
# C8H15KN4O9

C8H15KN4O9 as an isolated structure (ωB97M-V/def2-TZVPD, OMol25).

Geometry as XYZ:
```
37
Properties=species:S:1:pos:R:3:nbo_charge:R:1
K -3.0042 -6.3623 4.3872 0.9979
O -0.4719 -2.3372 0.1898 -0.7270
C -1.1681 -3.4195 0.5758 0.9237
O -2.3933 -3.3343 0.8405 -0.8329
O -0.5269 -4.4675 0.7966 -0.8479
H 0.3654 -2.8067 0.1920 0.4866
C -3.0049 0.0594 -3.6847 -0.4872
N -1.7521 -0.3355 -4.3086 0.5121
O -1.7342 -1.3740 -4.9802 -0.3558
O -0.7726 0.4509 -4.2035 -0.3926
H -3.6426 -0.8237 -3.7230 0.2409
H -3.5753 0.7488 -4.3071 0.2371
H -2.8137 0.4588 -2.6887 0.2457
C 4.0049 -2.8547 -3.7266 -0.4825
N 4.5309 -3.5368 -2.4469 0.5203
O 5.2462 -4.5497 -2.5505 -0.3914
O 4.3055 -3.0182 -1.3658 -0.3562
H 4.1448 -1.7738 -3.7350 0.2332
H 2.9438 -3.0804 -3.8320 0.2460
H 4.7091 -3.2640 -4.4510 0.2305
C -2.1261 1.0067 4.9331 -0.4877
N -0.8730 0.3741 5.4917 0.5284
O -0.7470 -0.8188 5.4322 -0.3649
O -0.0921 1.0568 6.1618 -0.3890
H -2.9051 1.1008 5.6896 0.2339
H -2.4734 0.3790 4.1124 0.2399
H -1.8039 1.9652 4.5262 0.2389
N 0.1799 3.3135 -0.1084 -0.4984
C 1.3032 3.1212 0.6252 -0.0755
C 1.4540 4.2262 1.4175 -0.3074
C 0.3346 5.0410 1.2563 -0.3154
C -0.4182 4.4637 0.2861 -0.0820
H -0.1342 2.7620 -0.8941 0.4174
H 1.9974 2.3096 0.4641 0.2195
H 2.2003 4.4573 2.1632 0.2196
H -0.0428 5.9468 1.7073 0.2192
H -1.2446 4.9153 -0.2425 0.2029
```

Output
**Kohn-Sham gap**: 0.1674 Ha

---

[2]
# C8H15LuO5

C8H15LuO5 as an isolated structure (ωB97M-V/def2-TZVPD, OMol25).

Geometry as XYZ:
```
29
Properties=species:S:1:pos:R:3:nbo_charge:R:1
C -3.3494 -1.4507 -1.4564 0.4284
O -3.4093 -0.6087 -0.5542 -0.3169
C -3.0031 -0.9141 0.8245 -0.1130
C -2.3647 0.3131 1.4153 -0.1193
O -1.1096 0.6059 0.7883 -0.6736
C -1.0412 1.8180 0.0261 -0.2173
C -0.1715 1.6614 -1.2041 0.3901
O 0.1596 2.6204 -1.8395 -0.3801
H -2.9641 -2.4626 -1.2659 0.2125
H -3.6333 -1.1153 -2.4594 0.2576
H -2.3288 -1.7788 0.7988 0.2064
H -3.9302 -1.1524 1.3583 0.2947
H -3.0281 1.1825 1.3419 0.2721
H -2.1904 0.1141 2.4801 0.2427
H -0.6539 2.6235 0.6646 0.2683
H -2.0467 2.0870 -0.3252 0.2605
O 2.3167 1.0733 0.7205 -0.9410
C 3.2248 0.6758 -0.2546 -0.1185
C 3.2016 -0.8349 -0.4767 -0.1251
O 1.8287 -1.2973 -0.4294 -0.6498
C 1.1055 -1.2746 -1.6193 -0.1511
Lu 0.9551 -0.2477 1.3771 2.4278
H 4.2694 0.9671 -0.0414 0.2587
H 2.9413 1.1537 -1.2153 0.2107
H 3.7042 -1.3526 0.3519 0.2254
H 3.6453 -1.1414 -1.4327 0.2674
H 0.9136 -2.3465 -1.7495 0.1914
H 0.6478 -1.0131 -2.5728 0.3029
H 0.3858 0.4157 -1.6124 0.0879
```

Output
**Multiplicity**: 2
**Kohn-Sham gap (alpha / beta)**: 0.2470 / 0.2690 Ha
**Total charge**: +3

---

[3]
# C8H15N2

A 2-piece molecular cluster, C8H15N2 overall (ωB97M-V/def2-TZVPD, OMol25).

Geometry as XYZ:
```
25
Properties=species:S:1:pos:R:3:nbo_charge:R:1
C 0.3012 -2.3537 2.0638 -0.3053
C -0.7455 0.7388 -2.2860 0.0948
C 0.5274 -1.7505 0.7361 0.3361
C 1.4337 -2.2826 2.8099 -0.0708
C 1.9316 -1.1768 0.6878 -0.4834
C 2.4633 -1.2745 2.1280 -0.4395
C -1.4654 1.7377 -0.2508 -0.4722
C -1.7464 2.8545 -2.4718 -0.4216
N -0.3388 -1.4748 -0.1217 -0.7314
N -1.3312 1.7038 -1.6868 -0.2298
H -0.6218 -2.8292 2.2106 0.2233
H -0.5606 0.6381 -3.3115 0.2164
H 1.4576 -2.6316 3.8524 0.2325
H 2.3421 -1.8836 -0.1102 0.2484
H 2.0503 -0.1817 0.2307 0.2280
H 2.4738 -0.2934 2.5308 0.2275
H 3.5417 -1.6326 2.2540 0.2367
H -0.7764 0.9232 0.2803 0.2739
H -1.2291 2.8063 0.0479 0.2472
H -2.4431 1.2566 0.0875 0.2604
H -2.7802 2.9942 -2.3283 0.2345
H -1.2747 3.7795 -2.2780 0.2429
H -1.6616 2.5547 -3.5114 0.2287
H -0.4397 -0.1193 -1.6078 0.2748
H -1.1082 -2.1031 0.0444 0.3477
```

Output
**Energy above the lowest of the compared OMol25 structures with the same formula, charge and spin**: 55.52 kcal per mole
**Kohn-Sham gap**: 0.3056 Ha
**Total charge**: +1

---

[4]
# C8H15N2

An isolated ion of composition C8H15N2 and charge +1 (ωB97M-V/def2-TZVPD, OMol25).

Geometry as XYZ:
```
25
Properties=species:S:1:pos:R:3:nbo_charge:R:1
C 2.3654 -0.8900 0.5997 -0.1745
C 1.0779 -1.1617 0.3703 -0.0265
C 2.9514 0.3815 0.1203 -0.0897
C -0.6872 0.4074 1.7104 -0.6274
C -1.1072 1.6251 -0.4313 -0.6181
C -2.2039 -0.5999 -0.0217 -0.6059
C 0.2729 -0.6039 -1.8155 -0.4505
C -0.9369 0.2424 0.2142 0.1036
N 2.3910 1.3733 -0.2969 -0.1142
N 0.2029 -0.4224 -0.3935 -0.0675
H 3.0004 -1.5662 1.1462 0.2616
H 0.6747 -2.0431 0.8692 0.2677
H 4.0480 0.3436 0.1845 0.2557
H 0.2434 0.9445 1.8829 0.2323
H -1.4941 0.9821 2.1538 0.2502
H -0.6433 -0.5484 2.2247 0.2222
H -1.5149 1.5610 -1.4356 0.2215
H -0.1465 2.1388 -0.4573 0.2461
H -1.7971 2.2155 0.1645 0.2486
H -2.4535 -0.6563 -1.0782 0.2242
H -2.0722 -1.6069 0.3693 0.2206
H -3.0377 -0.1363 0.4979 0.2526
H -0.3858 -1.4230 -2.1299 0.2586
H -0.0371 0.2999 -2.3363 0.2578
H 1.2895 -0.8570 -2.1114 0.2508
```

Output
**Energy above the lowest of the compared OMol25 structures with the same formula, charge and spin**: 86.71 kcal per mole
**Kohn-Sham gap (alpha / beta)**: 0.2613 / 0.3591 Ha
**Total charge**: +1

---

[5]
# C8H15N2O

An isolated ion of composition C8H15N2O and charge -1 (ωB97M-V/def2-TZVPD, OMol25).

Geometry as XYZ:
```
26
Properties=species:S:1:pos:R:3:nbo_charge:R:1
C -0.7313 -2.1751 -0.4590 -0.0467
C 0.4067 -1.9901 -1.4052 -0.3213
C -0.2443 -0.4278 1.0168 0.0532
C 0.2029 0.4095 -0.9324 0.2674
C 1.1895 -0.6618 1.4476 -0.6566
C -0.9865 0.4777 1.9837 -0.6284
C 0.9803 1.6836 -0.7281 -0.6612
C -1.1939 0.6467 -1.4623 -0.6534
N -1.0399 -1.4360 0.5610 -0.4708
N 0.9004 -0.6028 -1.5244 -0.1192
O 2.2278 -0.5203 -1.6150 -0.7789
H -1.5268 -2.8433 -0.7929 0.1474
H 1.2864 -2.5792 -1.1282 0.2445
H 0.0942 -2.3277 -2.4042 0.1931
H 1.2159 -1.2953 2.3456 0.1706
H 1.6673 0.2864 1.6924 0.1975
H 1.7786 -1.1452 0.6760 0.2410
H -0.9752 0.0719 3.0021 0.1749
H -2.0240 0.5849 1.6740 0.2046
H -0.5259 1.4669 2.0179 0.1857
H 0.5140 2.3027 0.0367 0.1913
H 1.0253 2.2538 -1.6602 0.1988
H 1.9980 1.4280 -0.4458 0.2543
H -1.7019 1.3792 -0.8382 0.1985
H -1.7815 -0.2669 -1.4737 0.2246
H -1.1429 1.0344 -2.4853 0.1892
```

Output
**Energy above the lowest of the compared OMol25 structures with the same formula, charge and spin**: 41.46 kcal per mole
**Kohn-Sham gap (alpha / beta)**: 0.1956 / 0.1957 Ha
**Total charge**: -1

---

[6]
# C8H15N2S

An isolated ion of composition C8H15N2S and charge +1 (ωB97M-V/def2-TZVPD, OMol25).

Geometry as XYZ:
```
26
Properties=species:S:1:pos:R:3:nbo_charge:R:1
C 3.2052 0.6921 -1.0880 0.2977
C 0.1064 -2.2013 1.4812 -0.3190
C 0.2999 -1.4602 0.3652 -0.1093
C 0.3876 0.0242 0.2718 -0.1305
C 0.5923 -2.2624 -0.8901 -0.6491
C -2.0209 0.1628 -0.3084 -0.4219
C -0.7455 2.0632 -0.8974 -0.3928
C -1.2055 1.5517 1.4906 -0.4370
N 4.1644 -0.0364 -1.0819 -0.6236
N -0.8397 0.9054 0.1543 -0.2692
S 1.8366 0.8612 0.4132 0.3140
H 0.2499 -3.2959 1.3412 0.2177
H -0.0498 -1.8305 2.4954 0.2139
H 1.2414 -3.1491 -0.5941 0.2402
H -0.3177 -2.6417 -1.3435 0.2304
H 0.9795 -1.7366 -1.7198 0.2196
H -2.4361 -0.6300 0.2564 0.2525
H -2.8981 0.8250 -0.5529 0.2329
H -1.6773 -0.0932 -1.3006 0.2208
H -0.2839 1.8322 -1.8382 0.2486
H -1.7875 2.4321 -0.8931 0.2263
H -0.1736 2.8675 -0.4319 0.2388
H -2.2152 2.0078 1.5805 0.2451
H -1.1544 0.8099 2.3585 0.2486
H -0.4364 2.3002 1.7848 0.2417
H 5.1783 0.0021 -1.0531 0.4636
```

Output
**Energy above the lowest of the compared OMol25 structures with the same formula, charge and spin**: 120.64 kcal per mole
**Kohn-Sham gap (alpha / beta)**: 0.2938 / 0.2938 Ha
**Total charge**: +1

---

[7]
# C8H15N3O4

One molecule with the formula C8H15N3O4 (ωB97M-V/def2-TZVPD, OMol25).

Geometry as XYZ:
```
30
Properties=species:S:1:pos:R:3:nbo_charge:R:1
C 2.2453 3.5151 -1.1724 -0.4067
N 1.6195 2.5923 -0.2357 -0.6109
C 2.1859 1.9224 0.7357 0.6550
O 3.3777 1.9957 1.0780 -0.6524
C 1.2784 0.9955 1.5955 -0.3008
N 0.3521 0.2207 0.8168 -0.5749
C -0.7620 0.5828 0.1857 0.6849
O -1.0710 1.7624 0.0261 -0.6730
C -1.6494 -0.5269 -0.3405 -0.1521
C -1.5292 -0.4094 -1.8707 -0.0643
O -0.2881 -0.9230 -2.3211 -0.7341
N -1.3445 -1.9254 0.0435 -0.6066
C -1.3731 -2.4197 1.2471 0.6625
C -1.1862 -3.9115 1.4025 -0.6985
O -1.5937 -1.7339 2.2350 -0.6366
H 2.6268 4.3966 -0.6952 0.2033
H 1.5435 3.8333 -1.9393 0.2022
H 3.0516 3.0025 -1.6216 0.2062
H 0.6083 2.5088 -0.3635 0.4322
H 1.9700 0.2949 2.1275 0.2388
H 0.7358 1.5530 2.3352 0.2243
H 0.4764 -0.7595 0.8974 0.4026
H -2.6594 -0.2643 -0.0221 0.2486
H -2.3178 -0.9990 -2.3670 0.1650
H -1.6309 0.6151 -2.1919 0.2026
H -0.1486 -0.6264 -3.2105 0.4815
H -1.1026 -2.5235 -0.7305 0.4119
H -2.1272 -4.3957 1.2571 0.2349
H -0.7876 -4.0539 2.3867 0.2437
H -0.4999 -4.3188 0.7121 0.2107
```

Output
**Energy above the lowest of the compared OMol25 structures with the same formula, charge and spin**: 23.65 kcal per mole
**SMILES**: CNC(=O)CNC(=O)[C@@H](CO)NC(C)=O
**Kohn-Sham gap**: 0.3480 Ha

---

[8]
# C8H15N4

An isolated ion of composition C8H15N4 and charge +1 (ωB97M-V/def2-TZVPD, OMol25).

Geometry as XYZ:
```
27
Properties=species:S:1:pos:R:3:nbo_charge:R:1
C 3.9102 -1.4121 0.0575 0.1552
C 1.9748 -0.6623 0.0336 0.4051
C 2.4385 1.6678 -0.3148 -0.2448
C 1.1623 2.2143 0.3719 -0.2157
C -0.2411 -0.0530 0.3309 0.0628
C -0.9324 -2.3455 0.0605 -0.6063
C -2.6349 -0.4899 -0.0125 -0.6362
C -1.2017 -0.9598 -0.3767 -0.2921
N 2.5715 -1.7836 0.1591 -0.5103
N 4.0898 -0.1217 -0.0480 -0.2494
N 2.8412 0.3706 0.0163 -0.2824
N -0.0054 1.3352 -0.0435 -0.5721
H 4.6818 -2.2334 -0.0968 0.2409
H 2.1667 1.8210 -1.4461 0.1934
H 3.3948 2.2561 -0.2575 0.2910
H 1.1337 2.1047 1.5357 0.2460
H 0.8828 3.2499 0.0701 0.2571
H -0.3778 -0.3234 1.4318 0.2480
H -1.2427 -2.6178 1.0990 0.2354
H 0.0594 -2.4504 -0.1628 0.2353
H -1.5653 -3.0415 -0.6329 0.2425
H -2.9996 -0.7649 1.0061 0.2339
H -3.3168 -0.9361 -0.7076 0.2508
H -2.9048 0.4755 -0.2624 0.2083
H -1.0781 -0.7640 -1.4515 0.2124
H -0.8127 1.9671 0.2559 0.4508
H 0.0673 1.1492 -1.0285 0.4403
```

Output
**Energy above the lowest of the compared OMol25 structures with the same formula, charge and spin**: 102.20 kcal per mole
**Kohn-Sham gap**: 0.3437 Ha
**Total charge**: +1

---

| no. | F_max (Eh/bohr) | electronic energy (eV) |
| --- | --- | --- |
| 1 | 0.0857 | -49241.665 |
| 2 | 0.1117 | -52359.603 |
| 3 | 0.0709 | -11510.575 |
| 4 | 0.0512 | -11509.223 |
| 5 | 0.0288 | -13563.931 |
| 6 | 0.0857 | -22343.010 |
| 7 | 0.0748 | -21200.552 |
| 8 | 0.1158 | -14488.163 |